(1)
C25H40BN7O5S2 | ωB97M-V with the def2-TZVPD basis set

```
80
Properties=species:S:1:pos:R:3
C 6.846 -0.029 3.999
C 5.604 0.166 2.999
C 4.282 0.883 3.472
N 4.225 1.390 4.863
C 4.341 2.689 4.883
S 4.290 4.354 4.768
C 3.105 0.999 2.449
C 1.771 1.679 2.958
C 0.884 2.648 2.101
C -0.436 3.301 2.549
N -0.938 3.082 3.863
C -0.147 2.241 4.690
C 1.161 1.475 4.404
C 3.169 0.467 0.975
N 2.109 0.556 -0.013
S 2.821 -0.251 -1.340
N 4.392 -0.692 -0.851
C 4.503 -0.239 0.518
C 5.689 -0.352 1.544
B 7.068 -1.068 0.982
N 7.010 -2.554 0.731
O 8.226 -0.245 0.778
H 6.834 -1.106 4.406
H 7.848 0.176 3.475
H 6.757 0.669 4.916
H 1.232 2.858 1.022
H -1.020 3.986 1.840
H -0.551 2.105 5.765
H 1.697 0.821 5.188
H 6.651 -2.994 1.606
H 6.219 -2.679 0.058
H 9.037 -0.800 0.651
C -6.258 -0.340 0.509
O -5.322 -1.377 0.272
C -4.215 -0.971 -0.535
C -2.930 -0.930 0.293
N -2.948 0.176 1.251
C -1.875 0.113 2.248
C -1.864 -1.087 3.206
O -2.954 -1.112 4.123
C -4.146 -1.685 3.609
H -7.139 -0.779 0.983
H -5.847 0.412 1.186
H -6.570 0.132 -0.428
H -4.401 -0.014 -1.036
H -4.100 -1.734 -1.312
H -2.072 -0.812 -0.377
H -2.835 -1.895 0.803
H -3.836 0.178 1.738
H -1.963 1.023 2.851
H -0.911 0.175 1.733
H -0.964 -0.996 3.823
H -1.771 -2.045 2.684
H -3.950 -2.482 2.887
H -4.774 -0.910 3.165
H -4.705 -2.111 4.447
C -2.857 1.923 -6.246
O -3.346 0.721 -5.674
C -3.061 -0.439 -6.458
C -2.033 -1.325 -5.753
N -0.707 -0.704 -5.751
C 0.256 -1.368 -4.869
C -0.050 -1.383 -3.364
O 0.005 -0.100 -2.746
C -1.187 0.662 -2.861
H -3.263 2.761 -5.674
H -1.768 1.968 -6.190
H -3.183 2.026 -7.286
H -2.741 -0.181 -7.472
H -3.999 -0.998 -6.538
H -1.976 -2.291 -6.266
H -2.391 -1.499 -4.733
H -0.795 0.262 -5.458
H 1.212 -0.850 -5.013
H 0.404 -2.395 -5.219
H 0.737 -1.974 -2.883
H -0.990 -1.890 -3.128
H -2.084 0.038 -2.872
H -1.146 1.292 -3.752
H -1.245 1.331 -1.998
```

The HOMO energy is -8.342 eV. The charge is 0. The value obtained for the total energy is -69579.384 eV.

***

(2)
C25H40BrCl3MgN3O3Si | ωB97M-V with the def2-TZVPD basis set

```
77
Properties=species:S:1:pos:R:3
C -1.669 -1.850 -2.792
C -1.173 -2.796 -1.738
H -1.527 -2.236 -3.807
H -1.164 -0.874 -2.710
H -2.748 -1.678 -2.643
C -0.740 -4.045 -1.963
C -0.571 -4.669 -3.308
H -0.469 -4.677 -1.115
H -0.783 -3.974 -4.123
H -1.246 -5.523 -3.416
H 0.441 -5.062 -3.463
Mg 0.082 0.728 0.076
Cl -2.345 0.852 0.375
Cl 0.785 1.972 -1.767
H 0.595 4.785 4.032
H -1.435 5.746 3.163
C 0.934 4.479 3.034
C -1.151 5.488 2.136
N -0.233 4.355 2.164
H 1.446 3.518 3.085
C -0.396 3.278 1.395
O 0.374 2.290 1.392
H -2.047 5.222 1.571
H -1.292 3.282 0.752
H 1.620 5.244 2.643
H -0.678 6.360 1.662
H 1.456 -1.417 -2.485
H 2.349 -3.471 -0.895
C 2.402 -0.927 -2.211
C 3.239 -2.819 -0.884
N 2.857 -1.417 -0.919
H 2.242 0.159 -2.185
C 2.740 -0.740 0.239
O 2.081 0.295 0.416
H 3.805 -3.002 0.040
H 3.290 -1.208 1.079
H 3.157 -1.190 -2.964
H 3.855 -3.056 -1.762
O -0.057 -1.285 -0.326
C -1.076 -2.157 -0.336
C 0.178 -3.753 1.257
C -1.025 -3.191 0.821
H 1.122 -3.379 0.852
C 0.165 -4.787 2.207
H -2.001 -1.555 -0.224
C -2.227 -3.612 1.382
H 1.112 -5.237 2.522
C -1.048 -5.247 2.728
C -2.245 -4.639 2.329
H -3.152 -3.138 1.043
H -1.056 -6.085 3.433
H -3.199 -4.976 2.735
Si -0.430 4.022 -3.587
Cl -0.813 2.134 -4.442
C 1.392 4.485 -3.435
C -1.629 4.400 -2.179
C -0.916 5.177 -5.053
H 1.982 3.744 -2.881
H 1.542 5.461 -2.952
H 1.807 4.571 -4.449
H -0.190 5.029 -5.866
H -0.931 6.252 -4.814
H -1.905 4.904 -5.441
H -1.514 3.739 -1.311
H -2.655 4.281 -2.552
H -1.536 5.445 -1.838
Br 2.255 -3.363 4.964
C 1.067 -1.929 4.557
C 0.185 -1.420 5.512
C -0.757 -0.475 5.106
C -0.755 -0.062 3.763
N 0.133 -0.498 2.888
C 1.045 -1.383 3.254
H 0.239 -1.782 6.535
H -1.480 -0.043 5.786
H -1.497 0.638 3.380
H 1.785 -1.710 2.526
```

The HOMO energy is -4.692 eV. Its energy above the lowest of the compared OMol25 structures with the same formula, charge and spin is 0.000 eV. The charge is -1. The value obtained for the total energy is -158128.474 eV.

***

(3)
C25H40BrFN6O3P | ωB97M-V with the def2-TZVPD basis set

```
77
Properties=species:S:1:pos:R:3
C 0.229 -3.591 -1.694
C 0.534 -2.934 -3.093
Br -1.119 -3.186 -4.197
C 0.772 -1.373 -3.066
N 1.694 -0.897 -1.982
C 2.781 -0.036 -2.576
C 3.552 0.797 -1.472
N 3.226 2.223 -1.553
C 5.090 0.685 -1.860
C 5.440 1.322 -3.250
F 5.535 -0.643 -1.790
O 3.443 0.228 -0.168
C 2.090 0.131 0.296
C 1.019 -0.282 -0.799
P -0.072 1.232 -1.154
O 0.341 1.979 -2.609
O -1.717 0.760 -1.353
H 0.768 -3.093 -0.839
H -0.857 -3.715 -1.475
H 0.654 -4.633 -1.733
H 1.342 -3.463 -3.661
H 1.267 -1.115 -4.042
H -0.224 -0.875 -3.087
H 2.183 -1.740 -1.634
H 3.487 -0.758 -3.074
H 2.420 0.654 -3.371
H 4.067 2.726 -1.269
H 2.451 2.485 -0.947
H 5.660 1.245 -1.075
H 6.486 1.727 -3.166
H 5.491 0.526 -4.040
H 4.796 2.182 -3.543
H 1.755 1.089 0.783
H 2.092 -0.661 1.095
H 0.346 -1.047 -0.320
H 0.740 2.847 -2.447
H -1.941 0.817 -2.302
N -2.913 1.328 2.535
C -3.233 2.349 3.389
C -3.171 3.524 2.685
C -2.805 3.200 1.354
C -2.655 1.836 1.288
H -2.875 0.356 2.785
H -3.475 2.152 4.421
H -3.368 4.507 3.081
H -2.668 3.888 0.533
H -2.381 1.191 0.466
N -3.217 -2.709 2.847
C -4.157 -3.702 2.766
C -4.332 -4.219 4.023
C -3.470 -3.510 4.898
C -2.796 -2.583 4.146
H -2.887 -2.160 2.075
H -4.617 -3.953 1.824
H -5.006 -5.019 4.287
H -3.357 -3.662 5.960
H -2.056 -1.848 4.420
N 4.277 -2.019 2.776
C 3.339 -3.015 2.864
C 3.588 -3.730 4.008
C 4.714 -3.142 4.636
C 5.116 -2.088 3.855
H 4.340 -1.344 2.035
H 2.579 -3.129 2.107
H 3.023 -4.581 4.355
H 5.179 -3.455 5.557
H 5.924 -1.384 3.973
N -5.048 3.957 -1.382
C -6.048 4.872 -1.566
C -5.957 5.345 -2.852
C -4.864 4.685 -3.468
C -4.325 3.833 -2.537
H -4.871 3.452 -0.529
H -6.734 5.109 -0.770
H -6.605 6.081 -3.299
H -4.513 4.819 -4.479
H -3.491 3.153 -2.597
```

The HOMO energy is -9.872 eV. The charge is +1. The value obtained for the total energy is -123697.208 eV.

***

(4)
C25H40Cl20F5N2OS | ωB97M-V with the def2-TZVPD basis set

```
94
Properties=species:S:1:pos:R:3
C -0.461 -3.824 3.422
C -1.729 -2.849 3.296
O -2.038 -2.187 4.339
N -2.505 -2.672 2.034
C -2.527 -1.175 1.832
C -3.098 -0.737 0.401
C -2.273 -1.291 -0.864
C -0.688 -1.445 -0.627
S 0.157 -0.880 -2.199
C 1.999 -1.260 -2.048
N 2.380 -1.730 -0.690
C 0.023 0.962 -2.423
F -1.179 1.221 -3.144
F 1.098 1.410 -3.279
C 0.032 1.826 -1.085
C -1.304 2.580 -0.724
C -1.434 3.490 0.546
C -0.233 3.722 1.509
C 1.092 2.970 1.150
C 2.355 3.202 2.098
F 3.489 2.439 1.680
F 2.087 3.049 3.479
F 2.733 4.582 1.928
C 1.229 2.039 -0.117
H 0.477 -3.146 3.458
H -0.428 -4.579 2.568
H -0.540 -4.319 4.458
H -1.990 -3.123 1.257
H -1.471 -0.775 2.065
H -3.215 -0.704 2.624
H -3.165 0.403 0.377
H -4.174 -1.155 0.297
H -2.773 -2.281 -1.183
H -2.404 -0.572 -1.762
H -0.281 -0.919 0.299
H -0.477 -2.582 -0.556
H 2.163 -2.154 -2.764
H 2.658 -0.410 -2.432
H 1.949 -1.171 0.062
H 3.395 -1.507 -0.616
H -2.249 2.505 -1.367
H -2.424 4.020 0.792
H -0.365 4.416 2.407
H 2.225 1.524 -0.322
C 0.648 2.298 -6.475
Cl -0.541 3.291 -7.327
Cl 2.243 2.429 -7.224
H 0.714 2.634 -5.442
H 0.327 1.258 -6.505
C -1.153 2.642 -10.962
Cl -2.286 3.461 -12.044
Cl 0.337 2.206 -11.808
H -0.908 3.309 -10.136
H -1.621 1.737 -10.579
C -0.448 5.241 5.462
Cl -1.853 4.174 5.561
Cl -0.365 6.044 3.888
H -0.523 5.998 6.241
H 0.456 4.651 5.606
C -5.201 -3.075 4.423
Cl -5.869 -3.974 5.791
Cl -5.667 -3.813 2.885
H -5.577 -2.054 4.453
H -4.115 -3.071 4.500
C -8.991 -1.871 1.778
Cl -10.261 -1.895 0.549
Cl -7.620 -0.882 1.259
H -9.398 -1.456 2.699
H -8.647 -2.889 1.951
C 6.440 -1.113 -1.463
Cl 5.340 0.253 -1.707
Cl 5.839 -2.197 -0.202
H 6.526 -1.669 -2.395
H 7.417 -0.734 -1.169
C 9.573 -2.015 -4.076
Cl 8.476 -0.650 -4.319
Cl 8.974 -3.099 -2.814
H 9.660 -2.571 -5.008
H 10.550 -1.635 -3.781
C 5.865 0.094 3.515
Cl 4.875 -0.868 4.619
Cl 5.290 -0.053 1.849
H 5.817 1.139 3.815
H 6.895 -0.257 3.566
C 6.974 0.079 7.559
Cl 7.953 0.867 6.314
Cl 7.314 0.749 9.158
H 5.921 0.231 7.328
H 7.201 -0.986 7.565
C -10.570 -1.858 -3.297
Cl -11.751 -0.845 -4.135
Cl -8.976 -1.739 -4.051
H -10.496 -1.532 -2.261
H -10.903 -2.895 -3.334
```

The HOMO energy is -12.063 eV. The charge is +1. The value obtained for the total energy is -306459.285 eV.

***

(5)
C25H40ClN3O11S3 | ωB97M-V with the def2-TZVPD basis set

```
83
Properties=species:S:1:pos:R:3
C 3.472 -0.928 0.762
C 2.298 -1.906 0.848
C 2.491 -3.276 0.971
C 1.348 -4.103 1.046
C 0.049 -3.603 1.037
C -1.186 -4.533 1.116
C -0.792 -6.031 1.288
C -1.848 -4.448 -0.319
C -0.146 -2.199 0.952
O -1.453 -1.780 0.993
C -1.654 -0.417 0.718
C -3.049 -0.035 1.313
C -2.953 -0.454 2.775
N -2.821 -0.706 3.891
N -3.280 1.417 1.307
C -2.995 1.963 0.241
O -2.544 2.435 -0.723
C -4.255 -0.839 0.672
Cl -3.933 -1.514 -0.949
C -4.801 -1.867 1.628
N -5.292 -2.592 2.379
C 0.988 -1.406 0.839
H 3.832 -0.605 1.754
H 4.255 -1.422 0.167
H 3.164 -0.033 0.196
H 3.499 -3.701 1.006
H 1.549 -5.175 1.114
H -1.916 -4.192 1.866
H -0.477 -6.286 2.310
H -1.668 -6.621 0.960
H -0.008 -6.270 0.549
H -2.901 -4.770 -0.318
H -1.297 -5.181 -0.943
H -1.677 -3.468 -0.783
H -0.940 0.279 1.187
H -1.630 -0.270 -0.380
H -5.080 -0.116 0.554
H 0.891 -0.318 0.738
O 6.642 0.962 2.460
S 7.489 1.105 3.605
O 7.726 0.014 4.497
O 7.005 2.372 4.451
C 5.624 2.439 4.841
C 5.329 1.547 6.032
C 9.042 1.767 3.093
H 4.976 2.196 3.996
H 5.430 3.477 5.109
H 5.421 0.494 5.767
H 4.315 1.718 6.395
H 6.034 1.740 6.842
H 8.863 2.633 2.461
H 9.561 0.992 2.534
H 9.615 2.040 3.976
O 3.301 2.586 -5.062
S 4.156 2.741 -3.925
O 4.408 1.660 -3.023
O 3.680 4.020 -3.083
C 2.308 4.097 -2.673
C 2.036 3.220 -1.468
C 5.701 3.403 -4.457
H 1.644 3.847 -3.503
H 2.120 5.139 -2.414
H 2.125 2.164 -1.728
H 1.028 3.392 -1.086
H 2.757 3.420 -0.674
H 5.514 4.263 -5.095
H 6.218 2.625 -5.015
H 6.282 3.686 -3.582
O -10.057 -0.508 -3.368
S -9.414 0.681 -3.838
O -9.019 0.823 -5.204
O -8.154 0.991 -2.901
C -7.190 -0.053 -2.696
C -6.259 -0.192 -3.885
C -10.379 2.082 -3.375
H -7.686 -0.998 -2.468
H -6.610 0.227 -1.815
H -6.794 -0.565 -4.759
H -5.450 -0.888 -3.661
H -5.831 0.774 -4.156
H -10.630 2.003 -2.321
H -11.284 2.072 -3.980
H -9.806 2.984 -3.574
```

The HOMO energy is -8.549 eV. The SMILES is Cc1ccc(C(C)C)c(OC[C@@](C#N)(N=C=O)[C@@H](Cl)C#N)c1.CCOS(C)(=O)=O.CCOS(C)(=O)=O.CCOS(C)(=O)=O. The charge is 0. The value obtained for the total energy is -98591.313 eV.

***

(6)
C25H40N3O5P2Sn | ωB97M-V with the def2-TZVPD basis set

```
76
Properties=species:S:1:pos:R:3
C 2.343 -3.007 -2.484
C 1.576 -1.950 -1.920
N 0.738 -2.248 -0.864
C 0.641 -3.497 -0.385
C 1.378 -4.549 -0.934
C 2.228 -4.294 -2.008
C 1.654 -0.664 -2.546
P 1.124 0.990 -2.136
Sn -0.804 -0.585 -0.195
P -1.612 -2.609 1.122
C -0.239 -3.772 0.833
C -2.493 0.548 0.881
C -2.157 1.282 2.009
C -2.932 2.392 2.380
C -4.133 2.657 1.712
C -4.550 1.803 0.683
C -3.724 0.743 0.256
O -0.452 -1.796 -4.370
O -2.259 -2.572 -2.749
H 3.004 -2.758 -3.311
H 1.264 -5.535 -0.494
H 2.781 -5.110 -2.467
C 2.516 2.070 -2.561
C -0.208 1.411 -3.282
H -0.674 -4.779 0.740
H 0.384 -3.758 1.744
H 0.446 -1.522 -4.041
H 2.431 -0.630 -3.330
C -1.788 -2.380 2.901
C -3.074 -3.452 0.484
H -1.284 1.022 2.611
H -2.581 3.050 3.177
H -4.735 3.525 1.990
H -5.515 1.965 0.194
H -4.037 0.107 -0.579
H -3.888 -0.603 -3.518
H -2.694 -3.376 -3.070
H -1.507 -2.410 -3.405
H -0.385 -1.932 -5.319
H -3.371 -0.774 -2.980
H 2.407 2.394 -3.605
H 2.563 2.949 -1.906
H 3.460 1.524 -2.442
H 0.245 1.939 -4.137
H -0.701 0.490 -3.627
H -0.930 2.067 -2.780
H -3.182 -4.410 1.015
H -3.963 -2.833 0.658
H -2.968 -3.609 -0.598
H -2.096 -3.332 3.359
H -0.836 -2.046 3.340
H -2.546 -1.612 3.104
C 3.998 2.893 0.712
C 3.367 2.125 1.848
C 1.810 2.207 1.925
C 1.318 1.822 3.341
C 1.885 0.533 3.899
C 1.298 3.626 1.661
O 1.785 4.646 2.127
N 0.142 3.684 0.866
C -0.018 2.935 -0.304
O -0.912 3.180 -1.096
N 0.892 1.852 -0.381
C 1.216 1.330 0.853
O 0.879 0.138 1.133
H 3.949 2.343 -0.231
H 5.054 3.059 0.952
H 3.531 3.873 0.581
H 3.640 1.060 1.781
H 3.741 2.502 2.812
H 1.598 2.658 4.003
H 0.221 1.793 3.345
H 2.981 0.553 3.936
H 1.525 0.408 4.925
H 1.547 -0.332 3.319
H -0.314 4.590 0.846
```

The HOMO energy is -9.490 eV. Its energy above the lowest of the compared OMol25 structures with the same formula, charge and spin is 0.300 eV. The charge is +1. The value obtained for the total energy is -65683.524 eV.

***

no.,LUMO energy (Ha)
1,-0.0555
2,0.0836
3,-0.1143
4,-0.1347
5,0.0007
6,-0.1219